[1]
Density functional theory data (the ωB97M-V functional and the def2-TZVPD basis) for a single C5H12OS molecule in a non-equilibrium geometry.

Output
DFT total energy   -671.1090 Eh
Relative energy (zero: lowest compared OMol25 entry of this formula, charge and spin)   15.2 kcal/mol
Lowest unoccupied orbital energy   0.9 eV
Net charge   0
Frontier orbital gap   9.3 eV
Largest force on an atom   1.8 eV/Å
SMILES   CSCCCCO

The geometry in XYZ format:
```
19
Properties=species:S:1:pos:R:3:nbo_charge:R:1
H -3.17261 1.42463 -0.05582 0.46
H -0.65418 -2.09320 -0.16325 0.21
H -0.23082 0.66672 1.14494 0.23
C 0.06679 -0.33218 0.82082 -0.54
H -2.22526 -0.71600 -1.78474 0.20
H 2.67927 0.79536 1.93954 0.21
C 2.78260 -0.12961 1.36200 -0.75
C -1.28163 -0.36147 -1.33096 -0.44
H 3.78971 -0.05718 0.93700 0.23
S 1.64657 -0.36537 -0.03093 0.18
H -1.89848 -1.24032 0.58307 0.22
H -2.17388 1.55722 -1.93415 0.17
C -1.55322 1.11995 -1.15133 -0.07
C -0.97996 -1.06098 0.02263 -0.41
H -0.53187 -0.56911 -2.09376 0.22
H -0.64034 1.72216 -1.05888 0.18
H 0.28717 -0.88986 1.75081 0.21
O -2.21800 1.44648 0.09773 -0.74
H 2.72866 -0.94308 2.07569 0.21
```



[2]
Density functional theory data (the ωB97M-V functional and the def2-TZVPD basis) for 2 unconnected molecules or ions with the total composition H4O2 in a non-equilibrium geometry.

Output
DFT total energy   -152.8566 Eh
Relative energy (zero: lowest compared OMol25 entry of this formula, charge and spin)   11.5 kcal/mol
Lowest unoccupied orbital energy   0.7 eV
Net charge   0
Frontier orbital gap   11.6 eV
Largest force on an atom   7.4 eV/Å
SMILES   O.O

The geometry in XYZ format:
```
6
Properties=species:S:1:pos:R:3:nbo_charge:R:1
O 1.37186 0.54820 0.83699 -0.96
H 0.84347 0.48984 -0.03615 0.50
H -0.54966 -0.68271 -1.33190 0.47
H 0.92780 0.26245 1.54056 0.46
O -0.94357 -0.08401 -0.73936 -0.95
H -1.64990 -0.53377 -0.27013 0.48
```



[3]
Density functional theory data (the ωB97M-V functional and the def2-TZVPD basis) for 2 unconnected molecules or ions with the total composition C3H9NO2 in a non-equilibrium geometry.

Output
DFT total energy   -324.5587 Eh
Relative energy (zero: lowest compared OMol25 entry of this formula, charge and spin)   41.9 kcal/mol
Multiplicity   2
Lowest unoccupied orbital energy (spin up / spin down)   -4.5 / -10.3 eV
Net charge   +1
Frontier orbital gap (spin up / spin down)   9.8 / 4.1 eV
Largest force on an atom   3.7 eV/Å

The geometry in XYZ format:
```
15
Properties=species:S:1:pos:R:3:nbo_charge:R:1
O -3.10482 -0.71109 -0.16497 -0.94
H 0.35645 1.48111 -1.28364 0.28
H -0.75846 2.62256 0.80537 0.26
H 2.45285 -1.65543 -0.51954 0.44
H 1.48383 1.91337 0.11897 0.26
O 0.31563 -1.16323 0.25529 -0.29
H -3.63896 -0.46840 0.65980 0.48
C -0.54801 1.53296 0.69899 -0.61
H -2.30470 -1.10103 0.13665 0.46
H -1.40111 1.11097 0.16365 0.25
C 1.03022 -0.27191 -0.15628 0.62
C 0.73543 1.24990 -0.23497 -0.55
N 2.32913 -0.67530 -0.47194 -0.32
H 2.97173 -0.00913 -0.86603 0.44
H -0.45784 0.76203 1.51934 0.22
```



[4]
Density functional theory data (the ωB97M-V functional and the def2-TZVPD basis) for a molecular structure, C33H34GeIrN4OS.

Output
DFT total energy   -4150.5668 Eh
Relative energy (zero: lowest compared OMol25 entry of this formula, charge and spin)   24.7 kcal/mol
Multiplicity   5
Lowest unoccupied orbital energy (spin up / spin down)   -8.8 / -12.3 eV
Net charge   +3
Frontier orbital gap (spin up / spin down)   7.5 / 4.1 eV
Largest force on an atom   0.4 eV/Å

The geometry in XYZ format:
```
75
Properties=species:S:1:pos:R:3:lowdin_charge:R:1
H -2.31277 -2.38153 -4.54643 0.12
H -1.20435 -4.58564 0.79912 0.10
N -1.34298 3.52440 2.03892 -0.07
C -0.61364 2.78374 1.23786 -0.56
C 1.15543 -4.05887 -2.27831 0.03
C -0.87455 -4.31662 4.14709 -0.02
Ir 0.06309 -0.06072 -0.44130 1.12
C 0.22004 4.62076 3.66359 -0.05
C -1.25315 -2.99123 4.32201 -0.04
C 2.76191 3.48771 0.01300 -0.02
C 1.49918 0.58048 -3.07247 -0.10
C -2.68464 -2.68630 -3.57736 -0.05
N 0.56909 3.34317 0.84875 0.14
S -1.33440 1.22023 0.81427 0.63
C 2.33273 -0.87926 -4.76512 0.06
C 1.04937 -2.76689 -1.84652 -0.24
C 1.40101 -1.70163 -2.69739 -0.18
C -4.16429 -4.04879 -2.25192 -0.04
Ge -2.18633 -1.68497 0.49889 1.00
H -3.18525 2.55984 1.75122 0.08
H 1.78630 5.34219 0.54327 0.12
C -2.19406 -2.09721 -2.42463 -0.14
C 3.94843 2.86143 -0.36919 0.03
H 0.53568 5.59836 4.02631 0.10
H 2.36267 1.26100 -4.91234 0.13
C -0.81581 4.81489 2.56986 -0.15
H -1.43782 -1.32079 -2.50935 0.06
C -2.68231 -2.48045 -1.17703 -0.37
H -0.62303 -4.92298 5.00697 0.13
C -0.83984 -4.87750 2.87469 -0.04
O 1.54823 1.48885 -0.20325 -0.20
C 2.10913 0.39755 -4.31528 0.00
C 1.68595 -4.33982 -3.55536 -0.01
C -2.69402 3.14891 2.52156 -0.21
H 1.09791 4.09302 3.29391 0.07
H 5.95303 5.61038 -0.41651 0.15
H 3.83719 6.74224 0.24622 0.14
H 2.53783 -3.53579 -5.33743 0.14
H 6.02471 3.18205 -0.80521 0.14
H 1.25167 -2.46878 0.18046 0.13
N 0.53186 -2.41449 -0.54135 0.01
H -0.16068 -3.10894 -0.28315 0.03
H 2.78139 -1.05709 -5.73451 0.14
C -3.67431 -3.46182 -1.09520 -0.10
C 2.10458 -3.32571 -4.36847 0.02
H -3.66262 2.12167 4.12519 0.10
H -4.05998 -4.11650 -4.39051 0.12
H 1.77165 -5.36869 -3.87511 0.13
C -3.67078 -3.66193 -3.48948 -0.04
H 3.96364 1.79289 -0.52559 0.13
H -3.09594 -0.58356 1.03414 -0.03
H -0.57702 -5.91918 2.75104 0.12
C -1.54074 -2.76542 1.93217 -0.37
N 1.14875 -0.42448 -2.28203 -0.07
C 3.85742 5.67439 0.08089 0.00
H -3.24342 4.08409 2.60406 0.13
H -0.18629 4.07183 4.51045 0.08
C 1.50723 2.68169 0.22399 -0.42
H -1.89874 -1.19286 3.36731 0.09
C 5.03880 5.04320 -0.29284 0.08
C -2.65044 2.41558 3.85117 -0.04
H -4.93248 -4.80728 -2.18892 0.12
H 0.85088 -4.87658 -1.63618 0.13
H -2.26236 3.04515 4.64908 0.08
C 1.96539 -1.97639 -3.95844 -0.12
C -1.58694 -2.22187 3.22128 -0.11
H -2.03592 1.51678 3.78585 0.06
H -4.07292 -3.78084 -0.13764 0.11
H -0.41478 5.37432 1.72795 0.12
C -1.16939 -4.10707 1.77541 -0.12
H 1.25810 1.57574 -2.72243 0.11
C 2.72952 4.90955 0.24370 0.08
C 5.08053 3.62613 -0.51864 0.06
H -1.29908 -2.57003 5.31678 0.12
H -1.68227 5.35229 2.94445 0.13
```



[5]
Density functional theory data (the ωB97M-V functional and the def2-TZVPD basis) for a single C3H8O molecule in a non-equilibrium geometry.

Output
DFT total energy   -194.2280 Eh
Relative energy (zero: lowest compared OMol25 entry of this formula, charge and spin)   67.7 kcal/mol
Lowest unoccupied orbital energy   1.1 eV
Net charge   0
Frontier orbital gap   10.7 eV
Largest force on an atom   2.4 eV/Å
SMILES   CCOC

The geometry in XYZ format:
```
12
Properties=species:S:1:pos:R:3:nbo_charge:R:1
H 1.13293 1.92948 -0.81478 0.22
H -0.25936 -0.54098 -1.87324 0.21
H 0.52134 0.96257 0.53353 0.22
C 0.88680 0.91003 -0.51033 -0.66
H -1.61475 -0.77126 1.04021 0.16
C -0.25432 0.18288 -1.10553 -0.07
C -0.54512 -0.93128 1.16443 -0.24
H -0.08817 0.00806 1.53517 0.14
O -0.05477 -1.19573 -0.10542 -0.57
H -1.09270 0.91414 -1.33278 0.19
H -0.34541 -1.67982 1.94639 0.19
H 1.71354 0.21190 -0.47764 0.23
```



[6]
Density functional theory data (the ωB97M-V functional and the def2-TZVPD basis) for a single C17H17N3O3S2 molecule in a non-equilibrium geometry.

Output
DFT total energy   -1844.3711 Eh
Relative energy (zero: lowest compared OMol25 entry of this formula, charge and spin)   30.1 kcal/mol
Lowest unoccupied orbital energy   0.3 eV
Net charge   0
Frontier orbital gap   8.7 eV
Largest force on an atom   1.4 eV/Å
SMILES   Cc1ccc(O)c(CNc2ccc(S(=O)(=O)Nc3nccs3)cc2)c1

The geometry in XYZ format:
```
42
Properties=species:S:1:pos:R:3:nbo_charge:R:1
C 5.08423 1.31661 -0.06994 -0.18
H -5.17485 0.75004 -2.05113 0.44
C 3.14526 0.49610 1.04509 -0.13
N -5.91439 -1.30816 -0.72803 -0.49
C -0.48614 -0.23033 0.65917 -0.25
C -2.19915 0.87037 -0.59261 -0.41
O 4.33349 -1.97198 -1.39755 -0.67
H -6.68467 -3.08726 0.06185 0.21
H 2.96627 3.10631 1.75856 0.22
C -0.57807 -0.44896 -1.73862 -0.25
C 4.21360 -0.85641 -0.61986 0.30
H -5.51524 -2.46061 2.36579 0.24
N -4.85060 0.75063 -1.09803 -0.86
C 0.04842 -0.76503 -0.52069 0.20
C -5.50975 -1.90802 1.44959 -0.46
C -6.09910 -2.21101 0.27091 -0.04
N 1.10392 -1.63586 -0.53945 -0.58
C 3.19534 -0.68773 0.32223 -0.13
H 3.71567 -2.65366 -1.10966 0.47
C 3.99606 2.76412 1.67984 -0.62
H 4.36673 2.58224 2.68891 0.22
C -1.69202 0.35794 -1.77410 -0.15
H 2.52620 -2.74667 0.47378 0.19
C 2.11411 -1.72967 0.50092 -0.24
H 5.82223 2.08847 -0.22968 0.21
C 5.15507 0.14981 -0.80292 -0.26
S -4.67425 -0.39070 1.33764 0.37
S -3.66091 1.87082 -0.64886 2.33
H 5.93197 -0.00582 -1.53430 0.22
C -1.60087 0.58058 0.61872 -0.15
H 1.63766 -1.60581 1.47216 0.22
H -2.16896 0.61448 -2.70658 0.23
H 2.35406 0.63280 1.76813 0.20
O -3.98121 2.35188 0.65778 -0.92
H -0.17346 -0.84936 -2.65699 0.21
C 4.07656 1.50835 0.86667 -0.06
H 1.45920 -1.81491 -1.46941 0.38
O -3.61535 2.78385 -1.74702 -0.92
H -2.02026 1.00219 1.51796 0.24
H 4.59608 3.55315 1.23441 0.22
H -0.04001 -0.45152 1.61446 0.21
C -5.20287 -0.31128 -0.32911 0.24
```



[7]
Density functional theory data (the ωB97M-V functional and the def2-TZVPD basis) for a molecular structure, C21H15ClMgN3O6S in a non-equilibrium geometry.

Output
DFT total energy   -2483.6085 Eh
Relative energy (zero: lowest compared OMol25 entry of this formula, charge and spin)   8.1 kcal/mol
Multiplicity   2
Lowest unoccupied orbital energy (spin up / spin down)   4.3 / 4.3 eV
Net charge   -2
Frontier orbital gap (spin up / spin down)   3.5 / 5.7 eV
Largest force on an atom   1.2 eV/Å

The geometry in XYZ format:
```
48
Properties=species:S:1:pos:R:3:nbo_charge:R:1
C 2.58743 1.43854 -1.53582 -0.18
C -2.01207 0.46186 -0.46789 0.25
H 4.78502 -1.16410 -1.71971 0.20
Mg 0.41774 -1.16835 -1.01161 1.78
H -0.95647 -1.54218 5.49149 0.21
C -2.90213 3.03407 -1.14700 -0.19
O 2.24251 -0.94231 -1.61392 -0.84
H 3.19292 3.50098 -1.52664 0.20
H 0.99229 -2.82147 1.84802 0.27
H -4.84700 2.41278 -0.45746 0.18
H -0.94173 0.76890 4.54194 0.22
Cl 6.04663 3.55887 -1.68800 -0.11
C 4.44486 -0.13460 -1.68312 -0.27
H 0.09445 1.14269 2.27076 0.25
C -2.36048 -1.65193 0.41129 0.07
H -3.23771 4.03610 -1.40054 0.18
C -1.08135 1.40300 -1.05959 0.10
C -4.22342 -0.17620 0.22219 -0.17
C -0.51315 -1.33931 4.52629 -0.24
C 3.53938 2.47251 -1.57477 -0.23
O 0.22324 -3.10664 -0.77001 -1.19
O -0.57911 -1.79866 -2.58530 -1.14
H -4.37334 -2.20446 0.91199 0.20
C 4.89249 2.21290 -1.65706 -0.10
H -5.28036 0.04215 0.33873 0.19
C -3.80974 2.13649 -0.61444 -0.34
O 0.05332 -4.13252 -2.99060 -1.04
O -1.96258 -3.62496 -1.72908 -1.07
H 0.01677 -3.38263 4.11179 0.22
C 0.58275 -2.08943 2.53102 -0.01
C 0.02707 -2.35869 3.76416 -0.21
C -1.56974 2.69617 -1.38036 -0.34
C 0.06027 0.18397 2.76686 -0.01
N 0.18923 0.96011 -1.23301 -0.59
H 1.00728 2.88389 -1.37978 0.14
H -1.92640 -2.60530 0.68669 0.22
O 1.15661 -0.57836 0.93770 -0.56
N 0.62666 -0.81945 2.06040 0.12
C 1.19906 1.81102 -1.40326 0.01
C -3.37404 0.82019 -0.28656 -0.10
C 5.36150 0.90711 -1.70497 -0.28
C -3.72606 -1.41076 0.55914 -0.29
N -1.52019 -0.74470 -0.06574 -0.57
C -0.50158 -0.05883 4.00263 -0.23
H -0.91920 3.40992 -1.86791 0.20
S -0.59151 -3.21470 -2.06077 2.55
C 3.04377 0.06167 -1.60506 0.39
H 6.42612 0.71465 -1.76312 0.20
```



[8]
Density functional theory data (the ωB97M-V functional and the def2-TZVPD basis) for a molecular structure, C2H5N2O6PPb in a non-equilibrium geometry.

Output
DFT total energy   -1173.5875 Eh
Lowest unoccupied orbital energy   -10.1 eV
Net charge   +2
Frontier orbital gap   7.4 eV
Largest force on an atom   5.7 eV/Å

The geometry in XYZ format:
```
17
Properties=species:S:1:pos:R:3:nbo_charge:R:1
H 3.45279 -0.49852 0.69349 0.47
O -2.26318 -0.92267 -0.84996 -0.50
N -1.61389 -2.30619 -0.53196 0.44
N 3.01136 -0.26770 -0.20282 -1.25
O 0.26668 0.39892 -1.05453 -0.90
H 1.14855 1.27804 1.65247 0.54
H -3.24782 0.16032 0.54536 0.24
H -1.63296 -0.40396 1.04251 0.16
H 3.24726 -1.00856 -0.87056 0.45
C -0.53642 1.48908 -0.53721 1.01
Pb 2.11502 1.45230 -1.42898 1.68
O 0.01795 2.56262 -0.41891 -0.59
O -2.27978 -2.93419 0.13118 -0.09
P 1.20736 -0.51862 0.28819 1.52
O -1.74913 1.26494 -0.28797 -0.42
O 1.09365 0.30178 1.62719 -0.96
C -2.23742 -0.04758 0.20253 0.19
```



[9]
Density functional theory data (the ωB97M-V functional and the def2-TZVPD basis) for a single C20H25NO5 molecule.

Output
DFT total energy   -1208.0876 Eh
Relative energy (zero: lowest compared OMol25 entry of this formula, charge and spin)   39.2 kcal/mol
Lowest unoccupied orbital energy   0.6 eV
Net charge   0
Frontier orbital gap   9.1 eV
Largest force on an atom   0.8 eV/Å
SMILES   CCCCCOc1ccc(C(=O)O[C@@H](C)C(=O)NCc2ccco2)cc1

The geometry in XYZ format:
```
51
Properties=species:S:1:pos:R:3:nbo_charge:R:1
H 0.36784 -2.83141 -2.28547 0.23
O 2.62802 0.99710 -1.62395 -0.60
H 4.18061 3.53885 1.70490 0.22
C -1.54135 1.73262 0.58402 -0.27
H -5.86185 -1.36848 0.22220 0.19
C 3.99956 1.76907 0.49233 0.00
C 2.16847 -2.17456 -1.14508 -0.30
H 4.41170 2.22743 -0.41462 0.22
C 4.45815 0.30079 0.50753 0.67
H -2.08359 0.10998 -2.35090 0.22
O -3.59419 1.05940 -0.28261 -0.49
C -7.77637 -1.05624 2.17088 -0.60
H 4.06032 2.03417 2.62794 0.21
C -5.84844 0.51691 -0.81420 -0.41
C 0.59250 -3.41342 -0.19806 0.08
H -4.09433 -0.60689 -1.40074 0.17
C 4.48378 2.49557 1.73901 -0.61
H 3.59116 -2.43797 1.97479 0.22
H -0.24937 -4.00993 0.09237 0.20
O 2.57269 1.84124 0.45679 -0.53
O 1.53137 -3.18255 0.73576 -0.40
C -6.09470 -0.32259 0.43710 -0.40
C -7.53806 -0.21674 0.92187 -0.39
H 0.37093 2.31934 1.32343 0.23
C 3.64014 -1.96204 0.99102 -0.27
H -5.41997 0.01502 1.22541 0.21
C -2.25616 1.10860 -0.44649 0.33
N 3.58750 -0.51995 1.13490 -0.61
C -1.56145 0.59475 -1.54159 -0.28
H 0.36201 0.31292 -2.43753 0.23
C 0.52310 1.32144 -0.56933 -0.23
O 5.51970 -0.05343 0.05208 -0.61
H -6.09215 1.56011 -0.60703 0.21
C -0.17222 1.83570 0.52664 -0.14
C 2.49617 -2.43364 0.15365 0.25
H -7.77015 0.82836 1.13769 0.19
C 0.92678 -2.81627 -1.37267 -0.31
H -6.48760 0.17079 -1.62848 0.21
C -0.18755 0.70664 -1.59650 -0.13
H -4.27474 0.96454 -2.23153 0.18
H -2.09682 2.12748 1.42007 0.23
H -7.57036 -2.10552 1.97086 0.20
H -7.12658 -0.72873 2.97936 0.20
H 2.70568 -0.13164 1.43876 0.40
C -4.39582 0.44161 -1.27311 -0.06
H -8.21123 -0.54782 0.12755 0.19
H 2.73641 -1.59096 -1.83996 0.25
H -8.80822 -0.96652 2.50189 0.21
C 1.99200 1.36949 -0.66799 0.80
H 4.59965 -2.18802 0.51768 0.25
H 5.56704 2.43674 1.78755 0.23
```